10
Properties=species:S:1:pos:R:3:nbo_charge:R:1 method="wB97M-V/def2-TZVPD" e_above_lowest_kcal_mol=55.1 e_homo_ev="-9.81 / -9.81" orbital_gap_ha="0.2615 / 0.2613" mol_weight_g_mol=196.97
O -1.477 2.672 -0.077 -0.539
C -1.144 1.522 0.006 0.636
C 0.258 0.782 0.166 -0.479
C -0.539 -0.475 0.049 -0.244
N -1.686 0.355 -0.271 -0.384
I -4.227 -0.110 0.058 0.107
H 1.079 1.062 -0.644 0.253
H 0.612 1.007 1.231 0.247
H -0.264 -1.159 -0.673 0.205
H -0.838 -0.875 0.979 0.199

=====

10
Properties=species:S:1:pos:R:3:nbo_charge:R:1 method="wB97M-V/def2-TZVPD" e_above_lowest_kcal_mol=141.8 multiplicity=3 e_homo_ev="-6.02 / -9.92" orbital_gap_ha="0.2371 / 0.2664" mol_weight_g_mol=196.97
C 1.288 -0.655 1.300 -0.232
C 0.461 -1.506 1.159 -0.210
C -0.752 0.615 -1.810 -0.317
N -0.513 0.912 -0.586 -0.178
O 0.342 2.020 -0.456 -0.504
I -2.256 -0.697 -1.994 0.301
H 2.181 -0.287 1.535 0.207
H 0.310 2.430 0.390 0.488
H -0.395 -2.053 0.777 0.236
H -0.311 1.098 -2.702 0.210

=====

10
Properties=species:S:1:pos:R:3:nbo_charge:R:1 method="wB97M-V/def2-TZVPD" e_above_lowest_kcal_mol=27.8 e_homo_ev=-8.98 orbital_gap_ha=0.3290 mol_weight_g_mol=213.04
I -2.693 0.428 0.058 0.115
C -0.662 0.466 -0.627 -0.147
C 0.370 0.890 0.910 -0.551
S 1.560 -0.547 0.784 0.169
C 0.579 -1.445 -0.387 -0.020
N -0.260 -0.758 -1.022 -0.485
H -0.494 1.029 -1.548 0.230
H 0.970 1.799 0.906 0.239
H -0.271 0.561 1.715 0.227
H 0.901 -2.422 -0.789 0.223

=====

13
Properties=species:S:1:pos:R:3:nbo_charge:R:1 method="wB97M-V/def2-TZVPD" multiplicity=6 e_homo_ev="-12.12 / -14.83" charge=+1 orbital_gap_ha="0.2997 / 0.3000" mol_weight_g_mol=303.22
O 2.019 -0.688 -0.599 -0.853
O 0.474 1.041 0.941 -0.692
C -0.832 1.263 0.521 -0.124
C -1.273 0.071 -0.334 -0.100
O -0.126 -0.366 -1.071 -0.504
C 0.793 -1.024 -0.321 0.944
H -1.531 1.345 1.376 0.225
H -0.960 2.191 -0.070 0.207
H -2.063 0.328 -1.050 0.237
H -1.599 -0.756 0.314 0.215
O 0.537 -2.116 0.230 -0.694
Ir 2.039 1.258 -0.080 1.165
Li 2.522 -2.546 0.143 0.975

=====

12
Properties=species:S:1:pos:R:3:nbo_charge:R:1 method="wB97M-V/def2-TZVPD" e_above_lowest_kcal_mol=15.6 e_homo_ev=-13.44 charge=+1 orbital_gap_ha=0.3416 mol_weight_g_mol=143.16
H -0.400 0.874 -0.208 0.231
H -0.487 -2.166 -0.467 0.162
C -0.711 -1.086 -0.511 0.446
C 0.284 -0.061 -0.060 -0.172
O 1.419 -0.065 -0.878 -0.518
C 2.581 0.242 -0.293 0.976
O 2.837 1.289 0.241 -0.580
O 3.380 -0.803 -0.402 -0.660
K -4.705 0.325 -0.223 0.999
O -1.854 -0.637 -0.648 -0.624
H 0.526 -0.686 0.884 0.229
H 4.292 -0.538 -0.229 0.512

=====

11
Properties=species:S:1:pos:R:3:nbo_charge:R:1 method="wB97M-V/def2-TZVPD" multiplicity=7 e_homo_ev="-10.30 / -14.73" charge=+1 orbital_gap_ha="0.2275 / 0.2929" mol_weight_g_mol=180.07
O -2.811 -0.713 -5.090 -0.771
Li -3.504 -0.661 -6.818 0.967
C -1.839 -1.351 -4.659 0.323
O -0.924 -1.756 -5.607 -0.531
C -1.146 -1.519 -6.951 0.003
C -1.272 -2.510 -7.843 -0.391
H -1.079 -0.459 -7.217 0.201
H -1.378 -2.264 -8.901 0.235
H -1.018 -3.543 -7.595 0.245
Ru -1.525 -2.364 -2.750 1.042
H -1.562 -4.066 -3.377 -0.324

=====

12
Properties=species:S:1:pos:R:3:nbo_charge:R:1 method="wB97M-V/def2-TZVPD" e_above_lowest_kcal_mol=72.0 e_homo_ev="-10.38 / -10.42" charge=+1 orbital_gap_ha="0.2114 / 0.2127" mol_weight_g_mol=213.71
H 4.783 -0.069 0.461 -0.200
C -1.731 -0.194 0.281 0.511
C -0.503 0.413 -0.330 -0.190
O 0.321 -0.603 -0.832 -0.540
C 1.509 -0.886 -0.191 0.335
O 1.507 -1.937 0.425 -0.522
O -2.801 0.379 0.329 -0.715
Sn 3.257 0.177 -0.152 0.705
H -1.622 -1.210 0.708 0.181
H -0.012 1.000 0.469 0.233
H -0.800 1.119 -1.121 0.216
Li -3.909 1.812 -0.045 0.988

=====

12
Properties=species:S:1:pos:R:3:nbo_charge:R:1 method="wB97M-V/def2-TZVPD" e_above_lowest_kcal_mol=96.0 e_homo_ev=-0.67 charge=-1 orbital_gap_ha=0.0948 mol_weight_g_mol=111.00
C 1.044 1.244 0.899 -0.221
C 0.435 0.179 0.263 0.088
O -0.777 0.483 -0.376 -0.526
C -1.415 -0.484 -1.085 0.934
O -0.894 -1.619 -1.194 -0.851
O -2.500 -0.128 -1.607 -0.847
O 2.054 1.047 1.803 -0.731
H 0.375 2.065 1.197 0.116
H 1.613 -0.511 -0.944 -0.426
H 1.805 0.360 2.521 0.401
Li -2.187 -1.815 -2.188 0.910
H 0.447 -0.822 0.710 0.153

=====

13
Properties=species:S:1:pos:R:3:lowdin_charge:R:1 method="wB97M-V/def2-TZVPD" multiplicity=6 e_homo_ev="-8.34 / -8.35" charge=+1 orbital_gap_ha="0.0872 / 0.0905" mol_weight_g_mol=256.00
H 1.372 -2.045 -4.574 -0.273
O -0.286 1.843 -0.118 -0.122
C -1.112 1.603 -0.981 -0.127
C -1.322 0.281 -1.656 -0.112
O -0.224 -0.598 -1.691 -0.059
C 0.186 -1.323 -0.593 -0.734
O -0.195 -0.946 0.540 -0.175
O 0.917 -2.267 -0.898 0.014
Li 0.923 -2.101 -2.867 0.306
Pm 0.423 0.847 2.041 1.792
H -1.829 2.388 -1.291 0.159
H -1.600 0.474 -2.700 0.163
H -2.205 -0.178 -1.173 0.169

=====

13
Properties=species:S:1:pos:R:3:nbo_charge:R:1 method="wB97M-V/def2-TZVPD" e_above_lowest_kcal_mol=112.9 multiplicity=7 e_homo_ev="-9.49 / -9.25" charge=+1 orbital_gap_ha="0.2002 / 0.1947" mol_weight_g_mol=261.36
H 2.015 0.726 0.803 0.151
C 1.724 1.405 -0.003 0.316
C 2.710 2.211 -0.707 -0.133
O 2.167 1.017 -1.284 -0.495
H 2.376 3.141 -1.176 0.198
H 3.765 2.160 -0.425 0.188
O 0.437 1.876 0.080 -0.699
H -0.095 1.357 0.728 0.474
O -2.435 0.044 1.269 -0.421
C -2.339 -0.921 0.637 1.075
Sm -4.766 -7.189 -0.175 0.396
Li -3.143 -3.820 0.036 0.596
O -2.416 -2.006 0.215 -0.647

=====

13
Properties=species:S:1:pos:R:3:nbo_charge:R:1 method="wB97M-V/def2-TZVPD" e_above_lowest_kcal_mol=0.0 multiplicity=2 e_homo_ev="-12.34 / -15.70" charge=+2 orbital_gap_ha="0.1545 / 0.2780" mol_weight_g_mol=284.04
O -0.848 -0.772 -0.528 -0.432
C 0.421 -0.917 0.101 1.022
C -1.924 -0.350 0.066 0.911
O 0.763 -2.074 0.221 -0.775
O 0.960 0.154 0.443 -0.795
C -2.938 0.397 -0.636 -0.763
Li 2.072 -3.302 0.599 0.990
H -3.843 -0.208 -0.762 0.311
H -2.586 0.629 -1.649 0.308
Yb 2.393 1.939 -0.414 0.985
O -1.988 0.009 1.326 -0.646
H -2.785 -0.392 1.759 0.555
H -3.204 1.007 0.449 0.328

=====

11
Properties=species:S:1:pos:R:3:nbo_charge:R:1 method="wB97M-V/def2-TZVPD" e_above_lowest_kcal_mol=77.3 multiplicity=6 e_homo_ev="-8.30 / -8.73" orbital_gap_ha="0.2320 / 0.2425" mol_weight_g_mol=143.00
O 2.127 0.035 1.596 -0.867
C 2.306 0.127 0.306 0.907
O 3.335 0.501 -0.251 -0.666
C -1.691 -0.588 0.089 -0.650
C -1.061 0.359 -0.734 -0.273
O 1.227 -0.303 -0.376 -0.908
Mn 0.215 -0.194 1.348 1.467
H -2.531 -0.257 0.710 0.218
H -1.685 -1.637 -0.228 0.270
H -0.373 0.965 -1.334 0.308
H -1.869 0.992 -1.125 0.193

=====

Max |F| (eV/Å)
3.88, 10.51, 4.22, 4.95, 2.67, 3.09, 4.60, 3.22, 2.54, 2.61, 4.86, 4.28